Computed, not measured: C2H5N3O as an isolated structure at a distorted geometry, with wB97M-V/def2-TZVPD.

Its HOMO-LUMO gap is 0.33058 Eh. The energy above the lowest of the compared OMol25 structures with the same formula, charge and spin comes out at 121.4 kcal per mole. As for the LUMO energy: 0.324 eV. For the electronic energy, the calculation gives -318.5570 a.u.

Last column: natural (NBO) charge in e.
Geometry (Å):
C (-0.9229, -0.0028, 1.0026)  -0.23
C (0.4644, 0.2468, -0.2080)  0.52
N (0.9765, -0.9373, -0.6448)  -0.86
N (-1.4175, -0.0442, -0.2775)  0.03
N (0.9146, 1.4147, -0.2210)  -0.67
O (-2.2653, 0.7715, -0.6432)  -0.39
H (0.3384, -1.6965, -0.8192)  0.41
H (1.9666, -1.1033, -0.5552)  0.40
H (1.8050, 1.5135, -0.7044)  0.36
H (-1.2658, 0.7916, 1.6655)  0.21
H (-0.5940, -0.9539, 1.4052)  0.22

Computed, not measured: one molecule with the formula C2H5N3O, with wB97M-V/def2-TZVPD.

Its HOMO-LUMO gap is 0.38460 Eh. The energy above the lowest of the compared OMol25 structures with the same formula, charge and spin comes out at 9.7 kcal per mole. As for the LUMO energy: 0.810 eV. For the electronic energy, the calculation gives -318.7351 a.u.

Last column: natural (NBO) charge in e.
Geometry (Å):
H (-2.1732, 2.3616, -0.2375)  0.35
N (-1.2631, 2.1785, 0.1756)  -0.69
C (-0.9186, 0.9732, -0.0203)  0.28
N (0.2758, 0.4903, 0.5060)  -0.70
C (0.9755, -0.5204, -0.2474)  0.78
N (0.7481, -1.7694, 0.2433)  -0.82
O (1.6645, -0.2703, -1.2098)  -0.58
H (-1.4873, 0.2201, -0.5772)  0.16
H (0.8810, 1.2699, 0.7477)  0.41
H (1.3116, -2.5186, -0.1349)  0.40
H (0.3926, -1.8614, 1.1810)  0.41

Computed, not measured: one molecule with the formula C2H5N3O at a distorted geometry, with wB97M-V/def2-TZVPD.

Its HOMO-LUMO gap (alpha / beta) is 0.28538 / 0.28445 Eh. The energy above the lowest of the compared OMol25 structures with the same formula, charge and spin comes out at 109.2 kcal per mole. As for the LUMO energy (alpha / beta): -0.798 / -0.815 eV. For the electronic energy, the calculation gives -318.5764 a.u.

Last column: natural (NBO) charge in e.
Geometry (Å):
H (0.0504, 2.5868, 0.6018)  0.31
N (0.0111, 1.6076, 0.9447)  -0.18
N (-1.2682, 1.2336, 0.9825)  -0.35
C (-1.2616, 0.0296, 0.3867)  0.70
O (-1.9562, -0.9570, 0.4176)  -0.59
N (0.0815, 0.0899, -0.3289)  -0.50
C (0.9219, -1.0887, -0.4407)  -0.43
H (0.0423, 0.6747, -1.1591)  0.39
H (0.4524, -1.8001, -1.1257)  0.22
H (1.9082, -0.8145, -0.8152)  0.21
H (1.0181, -1.5619, 0.5363)  0.22

Computed, not measured: a 2-piece molecular cluster, C2H5N3O overall at a distorted geometry, with wB97M-V/def2-TZVPD.

Its HOMO-LUMO gap (alpha / beta) is 0.31937 / 0.31939 Eh. The energy above the lowest of the compared OMol25 structures with the same formula, charge and spin comes out at 103.3 kcal per mole. As for the LUMO energy (alpha / beta): -1.037 / -1.037 eV. For the electronic energy, the calculation gives -318.5859 a.u.

Last column: natural (NBO) charge in e.
Geometry (Å):
C (1.7961, -0.0564, -0.2327)  0.38
C (-0.6120, -0.1434, -0.3889)  0.39
N (2.7675, 0.5347, -0.1058)  -0.38
N (-0.6139, 1.1310, 0.4022)  -0.85
N (0.7010, -0.7067, -0.4177)  -0.64
O (-1.5005, -1.0020, 0.2308)  -0.72
H (-1.0277, 0.0865, -1.2977)  0.16
H (-0.7561, 1.8729, -0.1427)  0.36
H (0.2148, 1.2851, 0.9907)  0.38
H (0.7400, -2.2505, -0.1663)  0.42
H (-1.7090, -0.7513, 1.1281)  0.50

Computed, not measured: one molecule with the formula C2H5N3O at a distorted geometry, with wB97M-V/def2-TZVPD.

Its HOMO-LUMO gap is 0.36329 Eh. The energy above the lowest of the compared OMol25 structures with the same formula, charge and spin comes out at 105.1 kcal per mole. As for the LUMO energy: 0.345 eV. For the electronic energy, the calculation gives -318.5830 a.u.

Last column: natural (NBO) charge in e.
Geometry (Å):
H (-1.7443, -1.8897, 1.1568)  0.36
N (-1.5661, -1.0146, 0.7704)  -0.68
C (-0.5119, -0.5314, 0.2135)  0.35
N (0.7035, -1.2363, -0.1410)  -0.78
C (-0.8421, 0.8104, -0.2420)  -0.03
N (0.0784, 1.7184, -0.6864)  -0.09
O (1.4288, 1.3200, -0.5914)  -0.61
H (0.8217, -1.7135, 0.9552)  0.36
H (1.4271, -0.6061, -0.2010)  0.39
H (-1.8797, 1.0166, -0.4149)  0.24
H (2.0846, 2.1261, -0.8193)  0.50

Computed, not measured: one molecule with the formula C2H5N3O, with wB97M-V/def2-TZVPD.

Its HOMO-LUMO gap is 0.36606 Eh. The energy above the lowest of the compared OMol25 structures with the same formula, charge and spin comes out at 19.7 kcal per mole. As for the LUMO energy: 0.681 eV. For the electronic energy, the calculation gives -318.7192 a.u.

Last column: natural (NBO) charge in e.
Geometry (Å):
H (2.9184, 1.2826, -0.6693)  0.33
N (2.5551, 0.5273, -0.0894)  -0.63
C (1.2840, 0.5356, -0.1359)  0.25
N (0.5463, -0.3784, 0.5979)  -0.61
C (-0.7147, -0.5089, 0.4053)  0.73
N (-1.5408, 0.0912, -0.5002)  -0.83
O (-1.4054, -1.3357, 1.2065)  -0.67
H (0.7220, 1.2814, -0.7280)  0.11
H (-2.4689, -0.2939, -0.5847)  0.41
H (-1.1437, 0.4758, -1.3410)  0.40
H (-0.7522, -1.6769, 1.8390)  0.51

Computed, not measured: a 2-piece molecular cluster, C2H5N3O2 overall at a distorted geometry, with wB97M-V/def2-TZVPD.

Its HOMO-LUMO gap is 0.27398 Eh. The energy above the lowest of the compared OMol25 structures with the same formula, charge and spin comes out at 87.7 kcal per mole. As for the LUMO energy: 0.525 eV. For the electronic energy, the calculation gives -393.8794 a.u.

Last column: natural (NBO) charge in e.
Geometry (Å):
C (0.4618, 0.2102, 0.3643)  0.09
C (-1.3032, 0.0052, -3.7212)  1.03
N (1.7628, 0.8213, 0.3423)  -0.84
N (-0.7058, -1.7449, -0.3790)  -0.66
N (0.3486, -0.9465, -0.2513)  -0.23
O (-2.4281, -0.0210, -3.6801)  -0.49
O (-0.1469, 0.0088, -3.8693)  -0.54
H (-0.4627, 0.6364, 0.5688)  0.19
H (1.6619, 1.7184, 0.7242)  0.39
H (2.2576, 0.5792, -0.4788)  0.38
H (-1.5099, -1.3735, 0.2099)  0.29
H (1.0830, -1.2547, -0.9174)  0.39

Computed, not measured: a 2-piece molecular cluster, C2H5N3O2 overall at a distorted geometry, with wB97M-V/def2-TZVPD.

Its HOMO-LUMO gap is 0.38850 Eh. The energy above the lowest of the compared OMol25 structures with the same formula, charge and spin comes out at 79.4 kcal per mole. As for the LUMO energy: 0.788 eV. For the electronic energy, the calculation gives -393.8928 a.u.

Last column: natural (NBO) charge in e.
Geometry (Å):
N (2.4343, 0.1303, 1.1676)  -0.11
N (3.1225, 0.6325, 0.4359)  0.44
O (3.5911, 1.2160, -0.4454)  -0.33
C (-1.7478, -0.3348, -0.9411)  -0.72
C (-0.6371, -0.6343, -0.0064)  0.66
N (-0.2045, 0.3818, 0.8234)  -0.82
O (0.0082, -1.6675, -0.0930)  -0.62
H (-2.6244, -0.9214, -0.4232)  0.24
H (-1.5085, -0.8347, -1.8183)  0.24
H (-1.9727, 0.7868, -1.1687)  0.22
H (-0.9058, 1.0784, 0.9727)  0.38
H (0.4448, 0.1669, 1.4965)  0.40

Computed, not measured: one molecule with the formula C2H5N3O2 at a distorted geometry, with wB97M-V/def2-TZVPD.

Its HOMO-LUMO gap is 0.33978 Eh. The energy above the lowest of the compared OMol25 structures with the same formula, charge and spin comes out at 203.5 kcal per mole. As for the LUMO energy: 0.154 eV. For the electronic energy, the calculation gives -393.6950 a.u.

Last column: natural (NBO) charge in e.
Geometry (Å):
H (-0.4762, 1.8846, -0.2403)  0.37
N (0.5473, 2.0910, 0.0017)  -0.63
C (1.1828, 0.9791, 0.0856)  0.24
N (0.8782, -0.4086, 0.1544)  -0.21
O (2.1621, -1.2269, -0.0326)  -0.52
C (-0.3928, -0.6899, -0.3604)  0.14
N (-1.4290, 0.1160, 0.1002)  -0.22
O (-2.6676, -0.4837, 0.1874)  -0.53
H (2.2927, 0.8957, -0.0863)  0.18
H (2.0245, -1.7486, 1.0189)  0.50
H (-0.8829, -1.7790, -0.6376)  0.21
H (-3.2392, 0.3703, -0.1910)  0.48

Computed, not measured: one molecule with the formula C2H5N3O2 at a distorted geometry, with wB97M-V/def2-TZVPD.

Its HOMO-LUMO gap is 0.37276 Eh. The energy above the lowest of the compared OMol25 structures with the same formula, charge and spin comes out at 133.3 kcal per mole. As for the LUMO energy: 0.873 eV. For the electronic energy, the calculation gives -393.8069 a.u.

Last column: natural (NBO) charge in e.
Geometry (Å):
N (-1.3660, -0.1581, -1.8692)  -0.72
C (-0.6397, 0.0536, -0.8801)  0.53
N (0.5380, 0.8824, -0.7224)  -0.37
O (1.5044, 0.4779, 0.2258)  -0.38
C (0.8894, 0.1872, 1.4605)  0.20
O (-0.0252, -0.9345, 1.3157)  -0.40
N (-1.1076, -0.5328, 0.3709)  -0.36
H (-1.2486, 0.3607, -2.7535)  0.37
H (1.1024, 1.0678, -1.5348)  0.39
H (0.3834, 1.1308, 1.7401)  0.17
H (1.6196, -0.2221, 2.0365)  0.19
H (-1.6389, -1.4697, 0.2429)  0.40

Computed, not measured: C2H5N3O2S as an isolated structure at a distorted geometry, with wB97M-V/def2-TZVPD.

Its HOMO-LUMO gap is 0.33291 Eh. The energy above the lowest of the compared OMol25 structures with the same formula, charge and spin comes out at 116.3 kcal per mole. As for the LUMO energy: 0.128 eV. For the electronic energy, the calculation gives -791.9799 a.u.

Last column: natural (NBO) charge in e.
Geometry (Å):
C (0.7016, -0.5651, 0.7544)  0.62
C (-0.2307, 0.2326, -0.0625)  0.25
H (0.8374, -2.5338, 1.6910)  0.41
H (-0.4615, -2.6230, 0.6306)  0.42
H (-0.6080, 1.6519, -1.2871)  0.44
H (2.5134, 1.7855, -0.5594)  0.11
H (-3.1194, 0.2644, -0.8546)  0.50
N (0.2486, -1.8047, 1.2096)  -0.82
N (0.2356, 1.2385, -0.8007)  -0.75
N (-1.4755, 0.1274, 0.1238)  -0.20
O (1.7762, 0.0328, 1.1874)  -0.59
O (-2.2147, 1.1027, -0.6313)  -0.60
S (1.7972, 1.0907, -1.4012)  0.21

Computed, not measured: C2H5N3O3 as an isolated structure at a distorted geometry, with wB97M-V/def2-TZVPD.

Its HOMO-LUMO gap is 0.34237 Eh. The energy above the lowest of the compared OMol25 structures with the same formula, charge and spin comes out at 169.1 kcal per mole. As for the LUMO energy: -0.932 eV. For the electronic energy, the calculation gives -468.9312 a.u.

Last column: natural (NBO) charge in e.
Geometry (Å):
C (0.4699, -0.2870, -0.0116)  0.55
C (-1.8745, -0.8051, 0.1993)  0.56
H (2.5943, 0.9236, 0.9649)  0.40
H (1.9438, -1.6076, 0.4006)  0.38
H (1.4472, 1.6881, -0.0296)  0.38
H (-1.7429, 1.1807, 0.1236)  0.51
H (-2.2716, -1.4748, 1.0646)  0.12
N (1.7208, -0.8856, -0.2565)  -0.27
N (0.3383, 1.0791, -0.4199)  -0.29
N (-0.4846, -1.1984, 0.2027)  -0.60
O (2.8064, 0.0620, -0.0068)  -0.55
O (-0.7774, 1.6180, 0.4024)  -0.61
O (-2.5996, -0.0704, -0.4374)  -0.59

> electronic energy of number 4 (C2H5N3O)?

-318.5859 a.u.